Record 1
The following is a quantum chemistry calculation of C42H58F3N3O4S2Zr as an isolated structure, from OMol25.

```
113
Properties=species:S:1:pos:R:3:forces:R:3
Zr -0.3784 -2.3265 0.1593 -0.40 -0.66 0.20
C 1.3722 -5.4282 0.5241 -0.02 0.00 -0.01
N 1.5117 -4.0290 0.9567 0.02 0.02 0.02
C 1.6475 -4.0406 2.4222 -0.01 0.00 -0.01
C 2.7276 -3.4830 0.3367 0.02 -0.01 0.00
C 2.8963 -2.0052 0.6080 0.01 0.00 0.01
N 1.9195 -1.1436 -0.0928 0.02 -0.04 -0.07
C 1.9519 0.1996 0.5565 0.00 0.00 0.00
C 0.6374 0.7899 1.0936 0.01 0.00 -0.01
C 0.9781 1.9250 2.0217 0.00 -0.01 0.02
C 0.0670 2.4348 2.8474 0.03 0.00 0.00
C -1.2581 1.7344 2.8944 -0.02 0.00 0.00
C -1.2245 0.1865 2.8861 -0.01 0.06 0.03
C -0.2862 -0.2911 1.7352 0.03 0.09 -0.02
O 0.2957 -1.5558 1.9259 0.21 0.28 0.27
C -1.2212 -0.4980 4.2613 0.03 -0.03 -0.01
C -2.2724 0.1440 5.1802 -0.01 0.00 0.01
C 0.1619 -0.3422 4.9001 0.01 -0.01 0.00
C -1.5796 -1.9797 4.1667 -0.01 -0.01 0.00
C 0.3511 3.7060 3.6567 0.00 -0.01 0.00
C -0.7044 3.9651 4.7345 0.00 -0.01 0.01
C 1.7167 3.6183 4.3492 0.00 0.01 -0.01
C 0.3526 4.9025 2.6926 -0.01 0.00 -0.01
C 2.3208 -1.0705 -1.5180 0.02 -0.01 -0.01
C 1.4240 -0.2294 -2.3692 -0.02 -0.02 -0.01
C 1.9181 0.8600 -3.0589 -0.01 0.01 -0.01
C 1.0908 1.6259 -3.8750 0.03 -0.01 0.00
C -0.2319 1.2189 -3.9778 -0.01 -0.01 -0.01
C -0.7809 0.1226 -3.3055 -0.02 0.05 0.03
C 0.0724 -0.6008 -2.4627 0.05 0.01 0.02
O -0.3200 -1.6291 -1.7117 0.02 0.23 -0.15
C -2.2709 -0.1622 -3.5407 -0.01 -0.03 -0.01
C -2.8555 -1.2987 -2.7002 -0.04 -0.01 0.00
C -2.4663 -0.5283 -5.0213 0.00 0.00 0.01
C -3.0859 1.0991 -3.2106 -0.01 0.02 0.00
C 1.6470 2.8582 -4.5865 0.01 0.00 0.00
C 2.1953 3.8420 -3.5423 0.00 0.00 0.00
C 0.5823 3.5847 -5.4086 0.00 0.00 0.00
C 2.7828 2.4444 -5.5320 0.00 0.00 0.00
H 2.1829 -6.0325 0.9560 0.00 0.00 0.00
H 1.4312 -5.4878 -0.5579 0.00 0.00 0.01
H 0.4130 -5.8157 0.8584 0.00 -0.01 0.00
H 2.5731 -4.5630 2.7049 0.00 0.00 0.00
H 0.7956 -4.5667 2.8460 0.00 0.00 0.00
H 1.6444 -3.0331 2.8247 0.00 0.01 0.00
H 2.6687 -3.6869 -0.7321 0.00 -0.01 0.01
H 3.6116 -4.0104 0.7300 0.00 0.00 0.00
H 3.9143 -1.7032 0.3211 0.00 0.01 0.01
H 2.7887 -1.8245 1.6739 -0.01 0.00 0.00
H 2.3832 0.9203 -0.1475 -0.01 0.00 0.00
H 2.6367 0.1435 1.4051 0.00 0.00 0.00
H 1.9674 2.3681 1.9284 -0.01 -0.01 -0.01
H -1.8520 2.0697 3.7357 0.00 0.00 0.00
H -2.0023 1.1515 5.5007 0.01 0.00 -0.01
H -2.3819 -0.4632 6.0819 -0.01 0.00 0.00
H -3.2481 0.1867 4.6883 0.00 0.00 0.00
H 0.4160 0.7115 5.0444 0.00 0.01 0.00
H 0.9262 -0.7934 4.2647 0.00 0.00 -0.01
H 0.1867 -0.8345 5.8771 0.00 0.01 0.00
H -2.5386 -2.1196 3.6623 0.00 0.00 -0.01
H -1.6654 -2.4026 5.1727 0.00 0.00 0.00
H -0.8332 -2.5392 3.6156 0.00 0.00 0.00
H -0.7525 3.1465 5.4561 0.00 -0.01 -0.01
H -1.6984 4.1007 4.3046 0.00 0.01 0.01
H -0.4503 4.8771 5.2800 0.00 0.00 0.00
H 1.7432 2.7816 5.0497 0.00 -0.01 0.00
H 1.9178 4.5387 4.9045 0.00 0.00 -0.01
H 2.5239 3.4788 3.6301 0.01 0.01 0.01
H -0.5992 4.9704 2.1609 0.00 0.00 0.00
H 1.1416 4.7962 1.9468 0.00 -0.01 0.00
H 0.5115 5.8380 3.2374 0.00 0.00 0.00
H 2.3093 -2.0900 -1.9077 0.00 0.00 0.00
H 3.3495 -0.6856 -1.5837 0.00 0.00 0.00
H 2.9681 1.1128 -2.9417 0.00 0.00 0.00
H -0.8976 1.7916 -4.6084 0.00 -0.01 -0.01
H -2.3620 -2.2497 -2.8911 -0.01 -0.02 -0.01
H -3.9126 -1.4099 -2.9604 -0.01 0.00 -0.01
H -2.7897 -1.0830 -1.6359 -0.01 -0.01 -0.06
H -1.9209 -1.4433 -5.2620 0.00 0.00 0.00
H -2.1168 0.2615 -5.6893 0.00 0.01 0.00
H -3.5269 -0.7006 -5.2235 0.00 0.00 0.00
H -2.9195 1.3760 -2.1686 -0.02 -0.03 -0.04
H -4.1504 0.8935 -3.3519 0.00 0.00 -0.01
H -2.8233 1.9466 -3.8472 -0.01 0.00 -0.01
H 1.4104 4.1327 -2.8411 0.00 0.00 0.00
H 2.5778 4.7443 -4.0281 0.00 0.00 0.00
H 3.0094 3.3981 -2.9670 -0.01 0.00 0.00
H -0.2427 3.9278 -4.7811 0.00 0.00 0.00
H 0.1730 2.9434 -6.1916 0.00 0.00 0.00
H 1.0263 4.4594 -5.8898 0.00 0.00 0.00
H 3.5830 1.9362 -4.9924 0.00 0.00 0.00
H 3.2104 3.3220 -6.0255 0.00 0.00 0.00
H 2.4125 1.7624 -6.2999 0.00 0.00 0.00
S -3.9059 -2.8696 0.4747 0.07 0.02 0.01
C -1.5075 -0.4388 0.7407 0.07 0.01 0.06
C -2.3951 0.1542 1.8464 0.00 -0.03 -0.02
C -2.2050 1.6972 1.6492 0.00 0.01 -0.01
C -1.5922 1.8648 0.2841 0.01 0.00 0.03
C -0.2258 1.3664 -0.0317 0.02 0.00 0.00
N -1.4002 0.5521 -0.3581 0.04 0.04 0.06
H -3.3931 -0.2371 2.0452 -0.01 0.01 0.00
H -3.0879 2.3283 1.7562 0.00 0.00 0.00
H -1.9985 2.6371 -0.3623 0.00 0.01 0.00
H 0.3029 1.8109 -0.8719 0.00 0.00 -0.01
S -1.7909 -4.5651 1.9200 0.17 0.17 -0.10
C -2.4946 -3.4026 1.0224 -0.38 -0.16 -0.02
F -2.2424 -5.4515 -2.8451 0.00 0.00 0.00
C -0.9917 -5.1576 -3.2050 -0.03 0.04 0.00
F -0.3839 -6.3173 -3.5276 0.01 -0.01 0.01
F -1.0570 -4.4199 -4.3289 0.00 0.00 0.01
C -0.1865 -4.4050 -2.1103 0.06 -0.06 -0.04
O 0.9868 -4.1766 -2.3722 -0.02 -0.01 -0.04
O -0.8389 -4.1392 -1.0579 0.18 0.08 -0.08
```
Positions in Å, forces in eV/Å.

Its expectation value of S² is 0.755. The LUMO energy (spin up / spin down) comes out at 0.08301 / 0.07709 Ha. The total charge is -1. The value obtained for the HOMO-LUMO gap (spin up / spin down) is 6.165 / 6.612 eV. Its HOMO energy (spin up / spin down) is -3.9 / -4.5 eV. Its molecular weight is 881.30 Da. The maximum force comes out at 0.80 eV/Å. The spin multiplicity is 2.

=====

Record 2
The following is a quantum chemistry calculation of one molecule with the formula C4H7N3, from OMol25.

```
14
Properties=species:S:1:pos:R:3:forces:R:3
C 1.1125 0.5424 -1.1446 0.26 -0.24 -0.40
C -0.1142 1.6635 0.0908 -0.21 0.13 0.23
N 0.2560 0.2303 0.3880 -0.05 -0.13 0.33
C -0.6960 -0.7912 0.5222 -0.17 0.16 -0.10
N -1.8945 -0.6107 0.1277 0.24 -0.21 0.14
C -0.1495 -2.0535 0.9989 0.38 -0.91 0.42
N 0.2882 -3.0452 1.4076 -0.43 1.01 -0.43
H 1.5517 -0.4728 -1.2014 -0.13 0.28 0.08
H 1.8984 1.2871 -1.1646 -0.13 -0.03 -0.01
H 0.3852 0.6802 -1.9346 0.10 0.06 0.07
H -1.0902 1.6489 -0.3868 0.14 -0.01 0.01
H -0.1373 2.2372 1.0290 0.04 -0.12 -0.24
H 1.0317 0.1471 1.0339 -0.09 -0.07 -0.07
H -2.4421 -1.4632 0.2339 0.04 0.10 -0.04
```
Positions in Å, forces in eV/Å.

The LUMO energy (spin up / spin down) comes out at -0.01111 / -0.01108 Ha. The value obtained for the HOMO-LUMO gap (spin up / spin down) is 6.632 / 6.635 eV. Its HOMO energy (spin up / spin down) is -6.9 / -6.9 eV. Its molecular weight is 97.12 Da. The maximum force comes out at 1.18 eV/Å. The spin multiplicity is 1.

=====

Record 3
The following is a quantum chemistry calculation of a 2-piece molecular cluster, C9H14O overall, from OMol25.

```
24
Properties=species:S:1:pos:R:3:forces:R:3
C 0.2155 2.7092 -1.4670 0.23 -0.08 -0.25
C -0.1072 1.6417 -0.4509 0.07 0.07 -0.14
C 0.8731 1.1322 0.3901 0.20 -0.17 0.12
C 0.6099 0.1091 1.3002 0.17 0.74 -0.39
C -0.6865 -0.3480 1.3925 -0.35 -0.38 0.75
O -1.0558 -1.2947 2.3110 0.09 -0.21 0.14
C -1.7071 0.1678 0.6100 0.31 0.03 -0.65
C -1.4005 1.1239 -0.3448 0.32 0.18 0.31
H 1.0199 3.3688 -1.1470 -0.04 0.06 0.28
H -0.6536 3.3193 -1.6938 -0.12 0.09 0.02
H 0.5731 2.2986 -2.4179 -0.17 -0.20 0.08
H 1.8850 1.5228 0.3496 -0.06 0.05 -0.11
H 1.4105 -0.2480 1.9433 -0.21 -0.12 -0.04
H -0.3107 -1.4921 2.8913 -0.09 0.01 -0.13
H -2.7040 -0.2266 0.7150 -0.13 -0.03 0.08
H -2.1681 1.5270 -0.9869 -0.19 -0.02 -0.06
C 1.3926 -2.6880 -0.9858 0.66 0.54 -1.04
C 1.1262 -1.6193 -2.0562 0.73 -0.15 0.19
H 0.5797 -2.6614 -0.2682 0.16 -0.42 0.26
H 1.5443 -3.6421 -1.4930 -0.56 -0.25 0.34
H 2.3649 -2.4802 -0.5427 -0.11 0.06 0.52
H 1.8545 -1.6952 -2.8715 -0.41 -0.37 -0.20
H 1.3540 -0.6316 -1.6659 -0.61 0.22 0.23
H 0.0966 -1.7158 -2.3947 0.11 0.36 -0.31
```
Positions in Å, forces in eV/Å.

The LUMO energy comes out at 0.03267 Ha. The value obtained for the HOMO-LUMO gap is 9.300 eV. Its HOMO energy is -8.4 eV. Its molecular weight is 138.21 Da. The maximum force comes out at 1.35 eV/Å. The spin multiplicity is 1.

=====

Record 4
The following is a quantum chemistry calculation of one molecule with the formula C6H9NO2, from OMol25.

```
18
Properties=species:S:1:pos:R:3:forces:R:3
H -0.4936 2.4913 -1.2695 -0.10 -0.24 0.24
N -0.6111 1.7292 -1.9350 0.29 0.47 -0.53
C -0.4358 0.5735 -1.4821 -0.94 -0.22 3.04
C -0.5909 -0.6230 -2.3631 0.09 -0.07 0.01
C -0.2263 0.2658 0.1807 -0.35 1.73 -5.31
C -1.0888 1.0168 1.1131 -0.26 -0.38 0.39
C 0.8642 -0.4252 0.2975 1.08 -2.57 5.88
C 1.2226 -0.8795 1.9058 0.68 1.04 -1.71
O 0.7748 -0.4668 2.9493 -0.17 -0.17 -1.09
O 2.2757 -1.7329 1.8939 -0.01 0.02 -0.36
H -1.2143 -1.3738 -1.8794 0.02 -0.05 0.03
H 0.3818 -1.0725 -2.5612 0.03 -0.11 -0.04
H -1.0449 -0.3243 -3.3066 0.11 0.03 0.02
H -0.7205 2.0359 1.2428 0.03 -0.02 -0.01
H -2.1056 1.0713 0.7229 0.03 0.02 0.01
H -1.0867 0.5216 2.0833 -0.07 0.23 0.02
H 1.4761 -0.9774 -0.3905 -0.07 0.25 -0.45
H 2.6232 -1.8299 2.7981 -0.39 0.02 -0.13
```
Positions in Å, forces in eV/Å.

The LUMO energy comes out at 0.02576 Ha. The value obtained for the HOMO-LUMO gap is 10.008 eV. Its HOMO energy is -9.3 eV. Its molecular weight is 127.14 Da. The maximum force comes out at 6.50 eV/Å. The spin multiplicity is 1.